Version i
{
  "formula": "C4H10O3",
  "method": "ωB97M-V/def2-TZVPD",
  "homo_energy_ha": -0.320,
  "e_lumo_ev": 0.55,
  "homo_lumo_gap_ev": 9.26,
  "smiles": "C=CC(=C)O.O.O",
  "symbols": ["C", "C", "C", "C", "O", "H", "H", "H", "H", "H", "H", "O", "H", "H", "O", "H", "H"],
  "coordinates": [[1.3965, 1.0775, -1.5953], [0.7679, 1.0147, -0.3791], [1.0258, 0.0190, 0.6108], [2.3660, -0.3008, 0.8126], [-0.0281, -0.5742, 1.2176], [2.3750, 0.6239, -1.8501], [1.0555, 1.7946, -2.2632], [-0.0275, 1.6386, -0.3080], [2.5819, -0.9052, 1.5725], [3.1568, -0.0449, 0.0906], [-0.4667, 0.0228, 1.6825], [-2.6635, 0.0685, 1.5556], [-2.6507, 0.0765, 0.5900], [-2.7742, -0.8818, 1.7343], [-2.2544, -1.5416, -1.2821], [-1.7633, -1.3809, -0.4304], [-2.0972, -0.7068, -1.7583]],
  "nbo_charge": [-0.35, -0.26, 0.26, -0.43, -0.69, 0.20, 0.19, 0.20, 0.19, 0.20, 0.49, -0.94, 0.47, 0.48, -0.94, 0.47, 0.47]
}

Version ii
{
  "formula": "C4H10O3",
  "method": "ωB97M-V/def2-TZVPD",
  "homo_energy_ha": -0.362,
  "e_lumo_ev": 0.61,
  "homo_lumo_gap_ev": 10.45,
  "smiles": "O=CCCCO.O",
  "symbols": ["O", "C", "C", "C", "C", "O", "H", "H", "H", "H", "H", "H", "H", "H", "O", "H", "H"],
  "coordinates": [[-0.1998, -3.1097, -0.1500], [0.0067, -2.1202, -0.7888], [0.2393, -0.7703, -0.1819], [0.3287, 0.4638, -1.0767], [-0.3476, 1.6571, -0.4427], [-0.1561, 2.8288, -1.2733], [0.0603, -2.1247, -1.8965], [-0.5052, -0.6127, 0.6092], [1.1564, -0.8851, 0.4101], [-0.0873, 0.3030, -2.0740], [1.3952, 0.6790, -1.1539], [0.1314, 1.8400, 0.5238], [-1.4197, 1.5166, -0.2849], [-0.3980, 3.5459, -0.6776], [0.0862, 0.3424, 2.9855], [0.7784, -0.3308, 3.0442], [-0.5155, 0.1432, 3.7101]],
  "nbo_charge": [-0.52, 0.46, -0.53, -0.42, -0.06, -0.72, 0.09, 0.25, 0.23, 0.21, 0.21, 0.17, 0.16, 0.46, -0.94, 0.47, 0.47]
}

Version iii
{
  "formula": "C4H10O3",
  "method": "ωB97M-V/def2-TZVPD",
  "homo_energy_ha": -0.364,
  "e_lumo_ev": 0.99,
  "homo_lumo_gap_ev": 10.89,
  "smiles": "COCOCOC",
  "symbols": ["C", "O", "C", "O", "C", "O", "C", "H", "H", "H", "H", "H", "H", "H", "H", "H", "H"],
  "coordinates": [[-0.7032, 0.3985, -2.5288], [0.3850, 1.0251, -1.8785], [0.1553, 1.2437, -0.5451], [-0.4273, 0.0612, -0.0221], [-0.6476, -0.0770, 1.2992], [-0.2080, -1.2682, 1.7904], [1.2065, -1.5012, 1.8199], [-0.5258, 0.4548, -3.5895], [-0.8156, -0.6842, -2.2599], [-1.6788, 0.8767, -2.2910], [-0.6171, 2.0696, -0.5089], [1.1175, 1.4466, -0.0781], [-0.1889, 0.7533, 1.8928], [-1.7819, -0.0956, 1.3428], [1.6638, -1.2069, 0.9187], [1.3706, -2.5735, 2.0173], [1.6953, -0.9231, 2.6209]],
  "nbo_charge": [-0.26, -0.53, 0.25, -0.57, 0.24, -0.54, -0.26, 0.19, 0.19, 0.17, 0.13, 0.17, 0.12, 0.16, 0.18, 0.20, 0.16]
}

Version iv
{
  "formula": "C4H10O3",
  "method": "ωB97M-V/def2-TZVPD",
  "homo_energy_ha": -0.361,
  "e_lumo_ev": 0.75,
  "homo_lumo_gap_ev": 10.57,
  "smiles": "C1COCOC1.O",
  "symbols": ["C", "C", "O", "C", "O", "C", "H", "H", "H", "H", "H", "H", "H", "H", "O", "H", "H"],
  "coordinates": [[-1.0133, -0.0181, -1.1158], [0.0000, 0.0000, 0.0000], [-0.4784, 0.8390, 1.0541], [-1.7566, 0.4528, 1.4282], [-2.6989, 0.7025, 0.3693], [-2.4599, -0.1103, -0.7274], [-1.0388, 0.8661, -1.7813], [-0.8662, -0.9130, -1.7506], [1.0141, 0.2443, -0.3705], [0.0165, -1.0465, 0.3605], [-1.8465, -0.6187, 1.6914], [-2.1032, 1.0432, 2.2981], [-2.7570, -1.1370, -0.4391], [-3.1723, 0.2425, -1.4978], [-2.6198, -1.0740, 4.2481], [-2.5252, -0.1295, 4.5073], [-1.9417, -1.5469, 4.7818]],
  "nbo_charge": [-0.47, -0.07, -0.53, 0.21, -0.54, -0.06, 0.21, 0.21, 0.21, 0.16, 0.15, 0.18, 0.15, 0.20, -0.94, 0.47, 0.47]
}

The most stable arrangement is version ii, and the next structure is 30.8 kJ/mol less stable.

Version i
{
  "formula": "C4H10O3",
  "method": "ωB97M-V/def2-TZVPD",
  "homo_energy_ha": -0.364,
  "e_lumo_ev": 0.65,
  "homo_lumo_gap_ev": 10.54,
  "smiles": "O=CCCCO.O",
  "symbols": ["O", "C", "C", "C", "C", "O", "H", "H", "H", "H", "H", "H", "H", "H", "O", "H", "H"],
  "coordinates": [[0.3861, 0.0586, 3.7000], [0.9506, 0.3871, 2.6956], [0.1981, 0.9115, 1.4221], [0.2050, -0.2644, 0.4436], [1.5792, -0.7636, 0.0385], [1.7376, -1.6977, -1.0094], [2.0373, 0.6159, 2.7174], [0.9157, 1.6911, 1.1449], [-0.8931, 1.0835, 1.5106], [-0.2933, -1.1462, 0.8732], [-0.1951, -0.2239, -0.5967], [2.2947, 0.0816, -0.1071], [2.1071, -1.2241, 0.8620], [1.8722, -2.5309, -0.5596], [-4.1839, 0.6824, -4.5998], [-4.9149, 1.2908, -4.7410], [-3.8033, 1.0482, -3.7943]],
  "nbo_charge": [-0.51, 0.44, -0.51, -0.44, -0.06, -0.71, 0.11, 0.22, 0.25, 0.21, 0.23, 0.16, 0.15, 0.47, -0.93, 0.46, 0.46]
}

Version ii
{
  "formula": "C4H10O3",
  "method": "ωB97M-V/def2-TZVPD",
  "homo_energy_ha": -0.364,
  "e_lumo_ev": 0.33,
  "homo_lumo_gap_ev": 10.22,
  "smiles": "O=CCCCO.O",
  "symbols": ["O", "C", "C", "C", "C", "O", "H", "H", "H", "H", "H", "H", "H", "H", "O", "H", "H"],
  "coordinates": [[-2.8735, 0.7350, 2.2942], [-1.7007, 1.1321, 2.1228], [-1.1127, 1.8792, 0.9581], [-1.0401, 0.8336, -0.2185], [0.2058, 0.8132, -1.1118], [-0.2138, 0.7259, -2.5051], [-1.0261, 1.1427, 3.0669], [-0.1747, 2.1465, 1.4700], [-1.9162, 2.7132, 0.6628], [-1.9775, 0.9061, -0.9092], [-1.1186, -0.1910, 0.2982], [0.6689, 1.8048, -0.9128], [0.9476, 0.0815, -0.7644], [0.6131, 0.3603, -2.7794], [3.9519, -5.0307, -0.5612], [3.3322, -5.8356, -0.6258], [3.4345, -4.2168, -0.4847]],
  "nbo_charge": [-0.53, 0.43, -0.53, -0.42, -0.09, -0.70, 0.10, 0.23, 0.26, 0.25, 0.20, 0.16, 0.17, 0.46, -0.95, 0.48, 0.47]
}

The most stable arrangement is version i, and the next structure is 47.7 kJ/mol less stable.

Version i
{
  "formula": "C4H10O3",
  "method": "ωB97M-V/def2-TZVPD",
  "homo_energy_ha": [-0.352, -0.364],
  "e_lumo_ev": [-1.66, -0.67],
  "homo_lumo_gap_ev": [7.92, 9.24],
  "symbols": ["C", "C", "C", "C", "O", "O", "O", "H", "H", "H", "H", "H", "H", "H", "H", "H", "H"],
  "coordinates": [[0.5865, -0.5149, 1.1725], [0.1803, 0.4186, -0.0048], [-2.0321, -0.2645, -1.2827], [1.3518, 1.1602, -0.6567], [-0.8795, 1.1561, 0.2886], [1.2478, -1.6327, 0.6477], [-0.5662, -0.9201, 1.8709], [1.4967, -2.2093, 1.3794], [-1.1629, -0.1517, 1.8287], [1.2549, 0.0435, 1.8486], [-0.1484, -0.3836, -0.8085], [-2.8847, -0.5985, -1.8700], [-1.4609, 0.5586, -1.6576], [-1.8848, -0.7150, -0.3223], [1.0124, 1.6797, -1.5535], [1.7383, 1.9068, 0.0401], [2.1507, 0.4667, -0.9205]],
  "nbo_charge": [0.35, 0.02, -0.36, -0.63, -0.49, -0.72, -0.73, 0.48, 0.49, 0.12, 0.24, 0.17, 0.20, 0.20, 0.22, 0.22, 0.23]
}

Version ii
{
  "formula": "C4H10O3",
  "method": "ωB97M-V/def2-TZVPD",
  "homo_energy_ha": -0.313,
  "e_lumo_ev": 0.45,
  "homo_lumo_gap_ev": 8.98,
  "smiles": "C=CC(=C)O.O.O",
  "symbols": ["C", "C", "C", "C", "O", "H", "H", "H", "H", "H", "H", "O", "H", "H", "O", "H", "H"],
  "coordinates": [[1.2283, -0.9777, 1.2420], [0.4527, 0.0812, 0.8470], [-1.0679, 0.0245, 0.8698], [-1.7179, 0.8914, 1.6537], [-1.3287, -0.9180, 0.0085], [0.9018, -1.9392, 1.4581], [2.2321, -0.8362, 1.4217], [0.8194, 1.1632, 0.7467], [-2.7709, 0.6426, 1.8727], [-1.3089, 1.6835, 2.1402], [-2.2408, -1.2916, -0.0429], [-0.3478, 0.4655, -2.6084], [-0.4336, -0.1905, -1.9719], [-1.0874, 1.0430, -2.5390], [2.4555, 0.2583, -0.9157], [1.9029, 1.0910, -0.8497], [2.3824, 0.0710, -1.7860]],
  "nbo_charge": [-0.34, -0.23, 0.31, -0.55, -0.68, 0.19, 0.20, 0.19, 0.19, 0.22, 0.49, -0.95, 0.48, 0.47, -0.92, 0.47, 0.46]
}

The most stable arrangement is version ii, and the next structure is 152.2 kJ/mol less stable.

Version i
{
  "formula": "C5H7NO2",
  "method": "ωB97M-V/def2-TZVPD",
  "homo_energy_ha": [-0.320, -0.330],
  "e_lumo_ev": [-0.19, -0.82],
  "homo_lumo_gap_ev": [8.53, 8.17],
  "symbols": ["C", "C", "C", "C", "C", "N", "O", "O", "H", "H", "H", "H", "H", "H", "H"],
  "coordinates": [[0.6012, 1.1458, -0.1807], [-0.6523, -1.0323, -1.2781], [0.0342, -1.5406, -0.0222], [-0.0287, -0.1157, -0.3450], [1.5012, 1.2530, 1.0326], [-2.3801, 0.6136, 0.6556], [0.4196, 2.0805, -0.9502], [-3.0572, -0.0228, -0.0309], [-0.2241, -1.2025, -2.2554], [-1.7450, -1.0637, -1.2966], [-0.5786, -1.9401, 0.7752], [0.9888, -2.0448, -0.1124], [1.9792, 0.3034, 1.2549], [0.8928, 1.5429, 1.8885], [2.2489, 2.0232, 0.8648]],
  "nbo_charge": [0.45, -0.46, -0.46, 0.05, -0.69, 0.24, -0.52, -0.19, 0.23, 0.23, 0.22, 0.22, 0.22, 0.23, 0.23]
}

Version ii
{
  "formula": "C5H7NO2",
  "method": "ωB97M-V/def2-TZVPD",
  "homo_energy_ha": -0.318,
  "e_lumo_ev": -0.92,
  "homo_lumo_gap_ev": 7.73,
  "smiles": "C/C(C=O)=C(\\N)C=O",
  "symbols": ["C", "C", "C", "O", "C", "N", "C", "O", "H", "H", "H", "H", "H", "H", "H"],
  "coordinates": [[-1.9212, -0.2965, 0.6244], [-0.6281, 0.0748, -0.0206], [-0.4820, 0.1086, -1.5284], [-1.0689, -0.7146, -2.2412], [0.5861, -0.0005, 0.4946], [1.1931, 0.2322, 1.6748], [1.6749, -0.0290, -0.8981], [2.6381, 0.7104, -0.9326], [-1.7772, -0.7217, 1.6214], [-2.5661, 0.5818, 0.7066], [-2.4401, -1.0449, 0.0175], [-0.1201, 1.0732, -1.9283], [1.0715, 1.1637, 2.0617], [2.1473, -0.1210, 1.7521], [1.6925, -1.0164, -1.4038]],
  "nbo_charge": [-0.64, -0.17, 0.37, -0.50, 0.17, -0.83, 0.32, -0.50, 0.23, 0.22, 0.24, 0.15, 0.40, 0.39, 0.15]
}

Version iii
{
  "formula": "C5H7NO2",
  "method": "ωB97M-V/def2-TZVPD",
  "homo_energy_ha": -0.348,
  "e_lumo_ev": 0.94,
  "homo_lumo_gap_ev": 10.42,
  "smiles": "C#C[C@@H](OC)ON=C",
  "symbols": ["C", "C", "C", "O", "C", "O", "N", "C", "H", "H", "H", "H", "H", "H", "H"],
  "coordinates": [[-1.2684, 2.2592, -0.0465], [-0.9444, 1.0514, 0.1593], [-0.1174, -0.1282, 0.3621], [-0.5390, -1.1334, -0.4839], [-1.9968, -1.3343, -0.0281], [1.2823, 0.2802, 0.0420], [2.3165, -0.4593, 0.4563], [3.2651, 0.0130, -0.2985], [-1.2933, 3.3939, -0.4914], [-0.3345, -0.4573, 1.4876], [-2.8542, -0.3999, -0.3882], [-2.6656, -2.0506, -0.6675], [-2.0640, -1.5947, 1.1278], [4.1979, -0.6024, -0.4217], [3.0158, 1.1623, -0.8093]],
  "nbo_charge": [-0.21, -0.09, 0.30, -0.51, -0.35, -0.40, -0.11, -0.15, 0.28, 0.17, 0.22, 0.23, 0.21, 0.20, 0.20]
}

The most stable arrangement is version ii, and the next structure is 172.9 kJ/mol less stable.